1.
The following is a quantum chemistry calculation of the ion C5H11N2O with charge +1 at a distorted geometry, from the Open Molecules 2025 dataset.

Output
- E_HOMO: -14.1 eV
- Calculated total energy: -381.60702 hartree
- Relative energy (zero: lowest compared OMol25 entry of this formula, charge and spin): 35.73 kcal/mol
- Structure (SMILES): C/[NH+]=C1\OCCN1C
- Kohn-Sham gap: 11.19 eV
- Total charge: +1
- Largest force on an atom: 3.9 eV/A
- Multiplicity: 1

Each line ends with the Mulliken charge.
Element x y z (Å)
H: 1.022286 -2.308245 0.881008  0.304
C: 0.981465 -1.883719 -0.126076  -0.877
C: -0.351006 0.191733 0.099085  0.664
H: 1.473910 2.415662 -0.983260  0.284
C: 1.884146 0.478810 0.000529  -0.527
H: -3.304895 0.142330 -0.965154  0.272
C: -2.769588 0.192603 0.069220  -0.830
H: -3.441319 -0.325892 0.726165  0.352
H: 2.489018 0.398517 0.887105  0.302
H: 1.366994 2.415003 0.783213  0.310
N: -1.510414 -0.470184 0.216892  -0.185
C: 1.153902 1.816144 -0.046469  -0.336
N: 0.802443 -0.471439 0.078171  0.038
H: -1.579029 -1.483246 0.198395  0.254
H: -2.577175 1.231413 0.479083  0.293
H: 2.564787 0.173939 -0.837410  0.367
O: -0.210763 1.485392 -0.078556  -0.385
H: 0.089493 -2.158774 -0.726279  0.385
H: 1.915745 -1.840042 -0.655656  0.314

Cartesian forces (eV/Å) of the 6 atoms listed first:
H 0.18 -0.80 -0.55
C -1.07 1.13 0.52
C 0.49 -2.53 -0.53
H -0.99 -0.94 1.41
C 1.31 -0.77 -0.34
H 1.55 0.37 1.53

2.
The following is a quantum chemistry calculation of a cluster of 9 separate species, C37H37Cl6N7 in total at a distorted geometry, from the Open Molecules 2025 dataset.

Output
- E_HOMO: -9.5 eV
- Calculated total energy: -4576.43764 hartree
- Relative energy (zero: lowest compared OMol25 entry of this formula, charge and spin): 42.59 kcal/mol
- Structure (SMILES): ClC(Cl)Cl.ClC(Cl)Cl.c1ccncc1.c1ccncc1.c1ccncc1.c1ccncc1.c1ccncc1.c1ccncc1.c1ccncc1
- Kohn-Sham gap: 9.83 eV
- Total charge: 0
- Largest force on an atom: 3.2 eV/A
- Multiplicity: 1

Each line ends with the Mulliken charge.
Element x y z (Å)
C: -2.465556 -0.736813 -2.245669  -0.496
N: -0.307371 0.040526 0.317074  0.287
Cl: 4.130825 -6.606064 3.235924  -0.131
N: -3.412564 -1.600811 -2.706702  -0.498
C: -3.711076 2.192691 3.903881  0.123
N: -3.688309 -3.767895 5.663673  -0.590
H: 3.563554 4.968395 -3.366354  0.431
N: 6.069583 1.603377 1.037816  -0.595
C: 4.357929 -1.021265 -2.576291  -0.550
H: 2.075145 5.396885 -5.551300  0.434
C: -4.448002 -4.902073 5.618558  -0.163
C: 4.582308 0.701325 2.680753  -0.507
C: -1.107933 4.701313 -1.427269  -0.088
H: 0.731060 -0.882735 -1.207824  0.839
C: -1.146750 3.564036 0.706069  -0.366
H: 5.148605 -0.348481 -2.278659  0.562
H: 1.643518 -0.757598 -4.389161  0.485
H: 1.480984 -2.764408 0.327087  -0.416
H: -4.134615 -2.934868 2.396267  0.422
C: 5.044586 1.481085 0.102928  -0.496
Cl: -3.701177 0.430783 4.218344  -0.134
H: 2.905249 2.901031 -2.058815  0.417
Cl: 2.447167 -4.951199 1.621016  -0.081
C: 5.800166 1.257436 2.313048  -0.341
H: -3.359002 2.229472 -3.475109  0.459
H: -5.634940 -6.359312 4.538784  0.356
H: -0.022679 2.030838 -4.993438  0.480
H: -5.129345 0.720001 -4.479793  0.358
Cl: -2.055317 2.843134 3.834414  -0.111
C: 0.788192 2.630394 -4.606889  -0.657
H: -3.132120 -2.089085 4.510132  0.171
H: -4.189379 2.320210 2.932766  0.231
C: 2.354037 -1.169029 -3.687539  -0.213
C: 0.461068 -0.927251 -0.163066  -0.616
C: -2.404134 0.627439 -2.518176  0.134
C: -2.451044 4.862500 -1.353204  -0.615
C: -3.176486 4.302384 -0.264847  -0.216
C: 3.004394 -2.924642 -2.134030  -0.180
C: 0.462879 -1.901031 2.031817  -0.241
C: -0.719793 0.095419 1.595462  -0.635
H: -4.410405 -5.562827 6.472006  0.352
C: 1.462464 2.286709 -3.481057  0.190
C: 3.786353 0.922669 0.434680  0.074
C: -0.328030 -0.872966 2.510469  -0.675
C: 2.481430 3.095859 -3.032895  -0.213
H: 5.185609 1.862101 -0.897745  0.466
H: 2.682618 -0.054176 2.034510  0.347
N: 3.503454 -0.514290 -3.502177  -0.463
C: 4.178353 -2.229087 -1.884610  -0.421
C: 0.889299 -1.939429 0.695489  0.180
H: -1.694581 -1.101502 -1.583104  0.611
H: -4.255286 4.325430 -0.310237  0.355
H: 4.385230 0.475954 3.718435  0.404
C: 3.573015 0.493221 1.762556  -0.120
N: -2.502722 3.610255 0.737748  -0.147
N: 1.019915 3.788410 -5.262598  -0.623
H: 6.548836 1.579604 3.021636  0.379
H: -4.983488 -1.716683 -4.101463  0.387
H: 1.191132 1.387790 -2.947455  0.537
C: -4.306073 -1.075586 -3.556945  -0.299
C: 2.789772 4.285397 -3.684436  -0.697
H: -0.624787 -0.941393 3.546644  0.606
Cl: 3.862156 -3.709626 3.757585  -0.088
H: -0.685560 2.920413 1.440540  0.509
H: 3.106429 0.571549 -0.327428  0.428
C: 2.038406 4.593754 -4.830158  -0.322
H: 0.708181 -2.709141 2.705012  0.354
Cl: -4.662843 3.001216 5.151458  -0.136
C: -3.394977 1.160137 -3.328052  -0.709
H: -0.623998 5.068257 -2.320319  0.380
H: 4.818559 -2.581361 -1.089342  0.425
C: -0.429873 4.013928 -0.433563  -0.684
H: 2.224106 -5.412729 3.991245  0.345
H: 1.150000 -2.925002 -3.409493  0.431
C: -3.686241 -3.015667 4.538355  0.082
H: -5.441500 -5.043114 2.417049  0.378
C: -4.249024 -3.497794 3.310823  -0.231
C: -4.384463 0.321036 -3.807195  -0.412
H: 0.638807 3.961814 -0.580587  0.439
C: -5.121766 -5.409029 4.543438  -0.409
C: -4.962179 -4.724586 3.330939  -0.332
C: 2.067481 -2.437468 -3.114629  -0.504
H: -1.653441 1.266605 -2.077336  0.490
C: 3.036279 -5.191374 3.298808  -0.027
H: 2.721047 -3.822726 -1.605307  0.472
H: -3.002107 5.265178 -2.190219  0.416
H: -1.299246 0.974157 1.837243  0.216

Cartesian forces (eV/Å) of the 6 atoms listed first:
C -0.47 0.01 0.10
N -0.63 1.09 -0.25
Cl -0.24 0.45 0.42
N 0.76 0.94 -0.59
C 0.11 -0.28 -0.02
N -1.23 0.00 -1.05

3.
The following is a quantum chemistry calculation of a structure of composition C3H3AuLiO at a distorted geometry, from the Open Molecules 2025 dataset.

Output
- E_HOMO (spin up / spin down): -13.3 / -15.2 eV
- Calculated total energy: -334.16297 hartree
- Kohn-Sham gap (spin up / spin down): 8.97 / 8.47 eV
- Total charge: +1
- Largest force on an atom: 5.7 eV/A
- Expectation value of S²: 2.01
- Multiplicity: 3

Each line ends with the Mulliken charge.
Element x y z (Å)
H: -1.362897 1.685442 0.673224  0.355
O: 0.571024 1.506911 -0.031041  -0.599
H: -1.029359 -1.485003 -1.185333  0.263
C: -0.726990 -0.379828 0.605537  -0.342
H: -2.273730 -1.767514 0.176892  0.278
C: -0.595949 1.003974 0.256108  0.498
Au: 4.675055 -0.017339 -0.273847  -0.007
Li: 2.148751 0.655003 -0.029908  0.848
C: -1.405901 -1.201644 -0.191632  -0.293

Cartesian forces (eV/Å) of the 6 atoms listed first:
H -0.13 -0.22 -1.06
O -3.52 -1.19 0.20
H -0.39 0.49 0.05
C -2.10 0.81 -2.06
H 0.46 -0.19 -0.05
C 5.15 1.42 2.10

4.
The following is a quantum chemistry calculation of a structure of composition C19H14Co2NO6S at a distorted geometry, from the Open Molecules 2025 dataset.

Output
- E_HOMO: -2.4 eV
- Calculated total energy: -4402.14639 hartree
- Relative energy (zero: lowest compared OMol25 entry of this formula, charge and spin): 42.76 kcal/mol
- Kohn-Sham gap: 4.98 eV
- Total charge: -1
- Largest force on an atom: 5.1 eV/A
- Multiplicity: 1

Each line ends with the Mulliken charge.
Element x y z (Å)
H: 3.582357 3.192777 0.000999  0.326
H: -1.227239 4.284059 0.675729  0.220
N: 0.742006 2.490640 -0.979621  0.066
H: 0.535743 -0.650273 -3.016621  0.258
C: 0.323374 1.412331 1.713313  0.107
H: -1.222141 -0.763419 -2.699605  0.222
C: -0.260544 -0.409207 -2.296497  -0.778
O: -2.929163 1.112759 -0.517835  -0.485
H: -1.652389 3.574617 -0.915674  0.247
O: -0.337358 1.048000 -2.250151  -0.466
S: 1.785158 4.739064 -0.251418  -0.274
O: 0.658813 2.234176 2.459843  -0.387
C: -0.080425 1.439624 -0.992123  0.301
C: -3.255677 -3.658122 2.413966  -0.390
H: -0.991587 5.219971 -0.810957  0.424
C: 0.448856 3.756381 -0.515297  0.823
Co: -0.304610 0.305669 0.509161  -0.037
H: -1.946017 -3.111526 4.066052  0.352
C: 0.014317 -0.939538 -0.959062  1.125
C: 2.224371 2.269829 -1.402667  -0.295
C: -1.889538 0.834484 -0.067939  0.132
C: -0.259462 -1.904397 -0.009120  -0.925
C: -1.232831 -2.645184 0.758249  0.961
H: -0.130439 -2.299603 2.581878  0.331
C: 1.877687 -3.277204 0.077923  -0.016
C: 2.689454 -1.374614 -1.362566  0.166
C: -0.936429 4.208946 -0.382632  -1.218
C: -3.383333 -3.739277 1.020002  -0.585
C: 2.173992 -0.504108 1.193312  -0.026
C: -2.377866 -3.247978 0.189713  -0.279
H: -4.278187 -4.176484 0.572309  0.357
H: 2.245914 2.217610 -2.498430  0.327
H: 2.563512 1.318680 -0.975138  -0.142
Co: 1.488605 -1.585889 -0.112790  0.198
O: 3.527114 -1.274471 -2.157486  -0.446
C: -2.080961 -3.155914 2.983892  -0.743
C: 2.950981 3.464805 -0.851184  -0.568
O: 2.095445 -4.412125 0.150342  -0.446
H: 3.553112 3.964606 -1.613638  0.403
H: -2.456017 -3.293676 -0.898441  0.414
C: -1.061254 -2.687627 2.159304  -0.169
H: -4.070068 -3.992471 3.057014  0.350
O: 2.882739 0.014089 1.953874  -0.433

Cartesian forces (eV/Å) of the 6 atoms listed first:
H -0.06 0.07 -0.24
H -0.26 -0.06 -0.24
N 1.35 1.83 0.57
H -0.18 -0.19 0.17
C -1.11 0.90 3.31
H 0.17 0.07 0.02